One molecule with the formula C2H3NO2 in a non-equilibrium geometry, computed with ωB97M-V/def2-TZVPD.

Properties
E_HOMO   -0.3413 hartree
SMILES string   C1=NCOO1
Calculated total energy   -7703.140 eV
Kohn-Sham gap   0.3791 hartree
Total charge   0
Relative energy (zero: lowest compared OMol25 entry of this formula, charge and spin)   453.8 kJ/mol

Last column: Löwdin charge in e.
Atoms and positions in Å:
C (-0.009, -1.182, 0.388)  -0.011
N (0.515, -0.163, 0.807)  0.077
C (0.231, 0.953, -0.053)  -0.154
O (-0.885, 0.538, -0.926)  -0.128
O (-0.863, -0.822, -0.966)  -0.112
H (0.065, -2.166, 0.660)  0.097
H (-0.259, 1.699, 0.516)  0.115
H (1.206, 1.143, -0.426)  0.115

Forces on atoms 1 to 6 (eV/Å):
C -2.1 2.9 -3.9
N 0.2 0.1 0.9
C -1.8 -1.4 0.5
O 1.4 1.9 0.6
O 1.7 -3.4 2.4
H -0.2 -2.3 0.4